A structure of composition H43O21 at a distorted geometry, computed with the ωB97M-V functional and the def2-TZVPD basis.

```
64
Properties=species:S:1:pos:R:3:forces:R:3:nbo_charge:R:1
O 3.295650 0.464493 -0.892063 2.94 0.46 -0.84 -1.01
H -4.068178 -1.833622 2.362214 0.00 0.31 -0.23 0.47
H 2.276086 3.009358 1.926729 -0.69 1.45 0.13 0.48
O -1.307673 -0.001662 1.106741 -0.05 -0.21 -0.58 -0.98
H -1.419510 0.587965 0.347097 -0.07 0.30 0.32 0.48
H -1.782802 -4.339465 -3.087284 -0.68 0.30 -0.64 0.52
O -3.869236 -2.624409 1.863236 -0.02 -0.81 0.72 -0.94
H -3.595614 -2.414893 0.978913 0.06 0.56 -0.60 0.48
H 1.523926 1.539564 3.269522 -0.31 0.73 0.28 0.53
O -0.449616 -4.154798 0.470470 -0.12 0.35 -0.20 -0.95
H 0.941956 3.062967 3.535663 -0.62 -2.34 -0.70 0.58
H -3.369492 0.870107 1.520877 0.55 0.00 0.06 0.50
O 1.174723 1.995064 -0.804905 0.69 0.26 -0.19 -1.02
H 3.637954 0.590173 1.791817 0.07 0.29 0.59 0.51
H 2.131509 1.782156 -0.887515 -0.36 -0.49 0.07 0.50
O 0.705768 2.039271 3.501827 0.79 -0.29 0.69 -0.96
H 2.473240 -3.660672 -1.210097 0.45 0.44 0.18 0.48
H -0.912710 4.907041 0.207339 0.04 0.17 0.09 0.49
O 0.504487 -1.002427 -1.272707 1.91 -0.03 -0.44 -1.03
H 1.149307 2.868086 -1.221401 -0.59 0.05 0.20 0.50
H -0.173213 1.181550 3.752079 -1.45 1.29 0.52 0.54
O -1.702594 -3.390745 -3.237772 0.96 0.84 -0.13 -0.99
H 3.454347 0.220031 -1.860505 -1.05 -0.16 0.78 0.52
H -1.265190 -0.108269 3.364525 -0.01 0.63 1.05 0.53
O 2.984123 -0.574235 -3.300224 0.00 -0.73 -0.02 -0.92
H -0.809323 2.831232 -3.531209 -1.21 -0.14 0.44 0.48
H 1.733998 -3.038174 3.826645 -0.30 -0.17 0.89 0.46
O 2.943876 1.184244 2.132016 -0.35 -0.72 -1.24 -0.97
H -0.451223 -3.369967 1.028573 0.00 -0.01 0.37 0.48
H -0.729892 -0.119026 -4.115650 -0.07 1.16 0.07 0.45
O 2.881078 -2.779366 -1.317136 -0.41 -0.83 -0.24 -0.92
H 2.399505 -2.465418 -2.091321 -0.04 -0.16 0.37 0.45
H 0.739327 -0.067292 -1.127159 -1.12 -0.11 -0.37 0.51
O -2.027041 -2.125958 -1.042129 -0.44 1.72 1.00 -1.02
H -1.979487 -2.088454 -2.014945 0.04 -1.43 0.91 0.50
H -0.382102 -1.258149 -1.531592 -0.53 0.67 0.40 0.50
O -1.304052 2.282709 -2.871173 1.62 0.50 -0.82 -0.94
H 2.247523 -1.000025 -2.836926 -0.52 0.77 -0.10 0.47
H -0.558895 1.674425 -2.735222 -0.44 -0.27 0.52 0.47
O -0.324604 4.156894 0.077193 -0.52 -0.69 0.10 -0.95
H -0.870384 3.363970 0.248901 0.42 0.47 -0.14 0.48
H -2.262486 -2.957385 -3.891918 -0.26 -1.31 -0.18 0.50
O 1.637500 3.761931 2.066402 1.18 -0.57 -0.29 -0.97
H -0.163212 -0.518990 -5.323193 0.58 0.44 -0.98 0.47
H -1.235829 -0.843604 0.631821 0.12 -0.14 0.25 0.50
O -3.418774 2.706545 -0.306228 -0.01 0.61 -1.19 -0.94
H 4.255301 0.703916 -0.725369 -1.54 -0.22 0.40 0.49
O 1.438445 -1.462311 1.232397 0.36 0.14 -0.63 -0.98
H 1.767246 -0.632818 1.582418 -0.07 -0.14 0.49 0.46
H -1.917072 1.229038 3.348142 0.09 0.00 0.62 0.55
O -0.314860 0.328316 -4.880885 -0.47 -1.64 0.86 -0.92
H 3.537110 -1.350951 -3.466054 0.42 0.31 -0.28 0.49
H 1.591686 -1.363622 0.272421 -0.20 -0.53 0.24 0.51
O -3.182885 1.607435 2.119282 -1.17 0.15 0.14 -0.97
H 2.322400 1.137319 1.373965 0.21 0.35 0.21 0.49
H -1.591495 -2.877116 -0.612835 0.15 -0.42 -1.12 0.51
O -1.305206 0.705310 3.956662 0.85 -0.88 -2.28 -0.86
H -4.013065 2.121933 2.024318 0.87 -0.03 0.32 0.50
H 0.416364 -4.532282 0.640849 0.06 -0.22 -0.02 0.48
O 0.868684 -2.935259 3.410702 1.13 -0.15 -0.71 -0.95
H 1.241700 -2.837551 2.509968 -0.86 0.38 0.11 0.48
H 0.971321 3.659977 1.363535 0.11 0.35 0.00 0.50
H -2.679698 3.304361 -0.463540 0.34 -0.01 0.47 0.46
H -3.808738 2.851506 -1.186313 -0.47 -0.59 0.27 0.48
```
Forces are in eV/Å.

Results
* frontier orbital gap: 10.767 eV
* 2S+1: 1
* F_max: 3.09 eV/A
* energy above the lowest of the compared OMol25 structures with the same formula, charge and spin: 86.5 kcal/mol
* electronic energy: -43689.0571 eV
* total charge: +1